A structure of composition C26H33EuN4O3SSe, computed with wB97M-V/def2-TZVPD.

CARTESIAN COORDINATES (ANGSTROEM)
Eu (0.1108, -0.2209, 0.7296)
C (2.0718, -1.8432, 2.9368)
N (2.3347, -0.4933, 2.4011)
C (2.3717, 0.4892, 3.4980)
C (0.9982, 1.0055, 3.9308)
C (0.4973, 2.2413, 3.1871)
N (0.0927, 2.0165, 1.7828)
C (-0.4635, 3.0252, 1.2190)
C (-0.9978, 3.1904, -0.1249)
C (-1.6154, 4.4284, -0.3681)
C (-2.1865, 4.7325, -1.5826)
C (-2.1336, 3.7721, -2.5961)
C (-1.5277, 2.5534, -2.4003)
C (-0.9389, 2.2199, -1.1612)
O (-0.3646, 1.0671, -1.0067)
C (3.6460, -0.5747, 1.7272)
C (4.1725, 0.6973, 1.0777)
C (3.1504, 1.4106, 0.1989)
N (2.2907, 0.4274, -0.4201)
C (2.4323, 0.1680, -1.6679)
C (1.7309, -0.8808, -2.3878)
C (1.8296, -0.8796, -3.7870)
C (1.2145, -1.8461, -4.5565)
C (0.5035, -2.8771, -3.9120)
C (0.3996, -2.9160, -2.5366)
C (0.9858, -1.9262, -1.7287)
O (0.8438, -1.9487, -0.4291)
H (2.9327, -2.1942, 3.5211)
H (1.8983, -2.5349, 2.1100)
H (1.1885, -1.8416, 3.5686)
H (2.9753, 1.3404, 3.1760)
H (2.9021, 0.0465, 4.3542)
H (1.0603, 1.2922, 4.9844)
H (0.2566, 0.2040, 3.8995)
H (1.2851, 3.0041, 3.1995)
H (-0.3611, 2.6531, 3.7270)
H (-0.5740, 3.9356, 1.8240)
H (-1.6424, 5.1541, 0.4362)
H (-2.6625, 5.6878, -1.7480)
H (-2.5747, 3.9905, -3.5614)
H (-1.4729, 1.8169, -3.1923)
H (3.5496, -1.3513, 0.9663)
H (4.3921, -0.9342, 2.4535)
H (5.0242, 0.3915, 0.4641)
H (4.5744, 1.3957, 1.8160)
H (3.6514, 2.0359, -0.5528)
H (2.5217, 2.0717, 0.8039)
H (3.1341, 0.7542, -2.2786)
H (2.4024, -0.0889, -4.2577)
H (1.2948, -1.8187, -5.6342)
H (0.0373, -3.6588, -4.4995)
H (-0.1266, -3.7236, -2.0435)
O (-2.3398, -0.3053, 0.2970)
S (-2.2569, -1.3737, -0.7993)
C (-3.1051, -2.8295, -0.1598)
C (-4.1293, -3.2258, -1.2194)
C (-4.7217, -1.9106, -1.7260)
C (-3.5200, -1.0179, -2.0313)
H (-3.5762, -2.4719, 0.7585)
H (-2.3658, -3.5857, 0.0948)
H (-4.8753, -3.8986, -0.7970)
H (-3.6418, -3.7548, -2.0419)
H (-5.3395, -1.4549, -0.9503)
H (-5.3468, -2.0413, -2.6092)
H (-3.6900, 0.0566, -1.9558)
H (-3.0752, -1.2360, -3.0031)
Se (-2.6144, -2.3372, 4.7544)
C (-1.5917, -1.8106, 3.3631)
N (-0.9263, -1.4692, 2.4653)

Output
expectation value of S²: 12.009
multiplicity: 7
lowest unoccupied orbital energy (alpha / beta): 0.14 / 0.18 eV
energy relative to the best compared isomer or geometry (same formula, charge and spin): 1.1 kcal per mole

A cluster of 7 separate species, C26H33F12N2O20S in total at a distorted geometry, computed with wB97M-V/def2-TZVPD.

CARTESIAN COORDINATES (ANGSTROEM)
N (-2.9227, 2.1068, 1.9058)
C (-1.9144, 1.7694, 1.4641)
O (-0.6812, 1.5413, 1.0568)
N (-0.1866, 2.6973, 0.3483)
C (0.6551, 3.5545, 1.2431)
C (2.0933, 3.0604, 1.4618)
C (2.3470, 2.1356, 2.6853)
F (1.2367, 1.5757, 3.1711)
F (2.8767, 2.9191, 3.6643)
C (3.4734, 1.0898, 2.4189)
F (4.0181, 0.7462, 3.5862)
F (4.4307, 1.6636, 1.6838)
S (2.9117, -0.5135, 1.5770)
F (3.6958, -0.1471, 0.2370)
F (4.2070, -1.2505, 2.1054)
F (2.1143, -0.9043, 2.8728)
F (1.6253, 0.2303, 0.9585)
F (2.4208, -1.8439, 0.9029)
C (0.3980, 2.2691, -0.9582)
C (-0.5490, 2.5210, -2.1272)
O (-0.9960, 3.8699, -2.1878)
C (-1.7605, 1.5580, -2.2043)
F (-1.7176, 0.5781, -1.2864)
F (-1.7385, 0.9425, -3.3856)
F (-2.9099, 2.2254, -2.1059)
H (-1.0209, 3.2605, 0.1171)
H (0.1056, 3.6492, 2.1883)
H (0.6768, 4.5608, 0.8226)
H (2.5122, 2.5534, 0.5922)
H (2.7022, 3.9471, 1.6217)
H (1.3387, 2.7805, -1.1558)
H (0.6477, 1.2085, -0.9161)
H (0.0346, 2.3316, -3.0332)
H (-0.3272, 4.4233, -1.7694)
C (-3.9493, -1.4180, -1.9035)
C (-5.0252, -0.6838, -1.1303)
O (-6.2243, -1.2207, -1.6939)
C (-5.9400, -2.4362, -2.2197)
O (-6.7418, -3.2163, -2.6113)
O (-4.5963, -2.6459, -2.2386)
H (-3.0545, -1.6099, -1.3179)
H (-3.6693, -0.9076, -2.8273)
H (-5.0057, -0.9156, -0.0633)
H (-4.9899, 0.3951, -1.2607)
C (0.5945, 4.5843, 7.4008)
C (0.6768, 5.9693, 6.8064)
O (0.9837, 5.6845, 5.4262)
C (0.5518, 4.4440, 5.1576)
O (0.5092, 3.9737, 4.0528)
O (0.1831, 3.7928, 6.2618)
H (-0.1318, 4.5015, 8.2035)
H (1.5490, 4.2173, 7.7503)
H (-0.2728, 6.5045, 6.8451)
H (1.4514, 6.5804, 7.2592)
C (-1.8189, -2.0118, -6.0092)
C (-0.7335, -2.0085, -7.0599)
O (0.1731, -1.0127, -6.5581)
C (-0.0042, -0.9162, -5.2328)
O (0.7058, -0.3029, -4.4944)
O (-1.1008, -1.6123, -4.8320)
H (-2.2702, -2.9905, -5.8671)
H (-2.6057, -1.2805, -6.2062)
H (-0.2161, -2.9640, -7.1189)
H (-1.0933, -1.7327, -8.0475)
C (-5.1366, -6.7534, -2.1587)
C (-4.0108, -5.7918, -1.8499)
O (-2.8485, -6.5546, -2.1970)
C (-3.2193, -7.4989, -3.0962)
O (-2.4611, -8.1737, -3.7135)
O (-4.5672, -7.5540, -3.2024)
H (-6.0393, -6.2568, -2.5052)
H (-5.3829, -7.3984, -1.3133)
H (-4.0427, -4.9013, -2.4728)
H (-3.9742, -5.4954, -0.8041)
C (0.2306, -6.4775, -7.0187)
C (1.4120, -6.9325, -6.1898)
O (2.4564, -6.0622, -6.6428)
C (1.8914, -4.9455, -7.1491)
O (2.4760, -3.9584, -7.4516)
O (0.5440, -5.0974, -7.2628)
H (-0.7185, -6.5685, -6.4968)
H (0.1646, -6.9953, -7.9765)
H (1.2594, -6.7724, -5.1213)
H (1.6810, -7.9711, -6.3600)
C (5.6728, 3.7580, 8.4749)
C (6.0603, 5.2193, 8.5573)
O (4.7825, 5.8704, 8.5556)
C (3.8640, 4.9924, 9.0091)
O (2.7392, 5.2740, 9.2868)
O (4.3841, 3.7511, 9.1030)
H (6.3566, 3.0992, 9.0026)
H (5.5625, 3.4111, 7.4459)
H (6.5770, 5.4653, 9.4857)
H (6.6597, 5.5542, 7.7154)

Output
multiplicity: 1
charge: +1
lowest unoccupied orbital energy: -3.61 eV

A cluster of 2 separate species, C26H33F2N4O4S2Si in total, computed with wB97M-V/def2-TZVPD.

CARTESIAN COORDINATES (ANGSTROEM)
C (1.5240, -2.3414, -2.9867)
C (0.3370, -1.4421, -2.9983)
C (-0.9523, -1.8818, -2.8091)
C (-1.9952, -0.9615, -2.8145)
C (-3.4014, -1.4445, -2.6155)
O (-4.2091, -1.4861, -3.4870)
O (-3.6164, -1.7599, -1.3045)
C (-3.8455, -3.0890, -0.9295)
F (-3.3287, -3.8873, -1.9132)
F (-5.1703, -3.3192, -0.9171)
C (-3.2008, -3.3841, 0.4112)
C (-2.0246, -2.4651, 0.7252)
Si (-1.1354, -2.8259, 2.3631)
C (-1.3615, -1.3839, 3.5373)
C (-1.8336, -4.3481, 3.1925)
C (0.7098, -3.0071, 2.0576)
C (1.2778, -3.1709, 0.7914)
C (2.6500, -3.2931, 0.6168)
C (3.4897, -3.2487, 1.7167)
C (2.9493, -3.0946, 2.9862)
C (1.5789, -2.9812, 3.1517)
C (-1.7444, 0.3927, -2.9977)
C (-0.4479, 0.8217, -3.1542)
C (-0.0464, 2.2556, -3.2623)
C (0.9823, 2.6500, -2.1904)
C (0.5361, 2.2958, -0.7797)
S (-0.8613, 3.3284, -0.2642)
C (-0.8252, 2.9858, 1.4628)
S (-2.1401, 2.5683, 2.2850)
N (0.4411, 3.1278, 2.0564)
C (1.2216, 4.2650, 2.1079)
C (2.3473, 3.9022, 2.7818)
N (2.2998, 2.5748, 3.1273)
C (1.1549, 2.1399, 2.6970)
N (0.5289, -0.1159, -3.1588)
H (1.2667, -3.2848, -3.4577)
H (2.3819, -1.8986, -3.4846)
H (1.7958, -2.5486, -1.9501)
H (-1.1479, -2.9331, -2.6585)
H (-3.9720, -3.3143, 1.1736)
H (-2.8607, -4.4164, 0.3584)
H (-2.3655, -1.4311, 0.7740)
H (-1.2819, -2.5098, -0.0730)
H (-2.4076, -1.1403, 3.7084)
H (-0.9111, -1.6567, 4.4919)
H (-0.8269, -0.5082, 3.1706)
H (-2.8789, -4.1597, 3.4392)
H (-1.7642, -5.2429, 2.5769)
H (-1.3021, -4.5456, 4.1219)
H (0.6317, -3.2134, -0.0780)
H (3.0503, -3.4311, -0.3784)
H (4.5576, -3.3387, 1.5840)
H (3.6124, -3.0609, 3.8382)
H (1.1918, -2.8730, 4.1569)
H (-2.5454, 1.1158, -2.9933)
H (-0.9523, 2.8350, -3.1006)
H (0.3396, 2.4611, -4.2599)
H (1.1400, 3.7224, -2.2560)
H (1.9581, 2.1967, -2.3770)
H (0.2267, 1.2536, -0.6838)
H (1.3632, 2.4477, -0.0882)
H (0.9239, 5.2071, 1.6887)
H (3.1729, 4.5467, 3.0255)
H (0.7674, 1.1406, 2.7992)
H (1.4819, 0.2081, -3.2713)
C (1.8875, 7.7504, -1.0733)
N (1.9720, 6.3846, -1.6572)
O (2.0574, 6.2761, -2.8609)
O (1.9446, 5.4461, -0.8837)
H (1.9229, 8.4675, -1.8835)
H (0.9518, 7.8076, -0.5256)
H (2.7301, 7.8634, -0.3980)

Output
multiplicity: 1
charge: +1
lowest unoccupied orbital energy: -4.19 eV
energy relative to the best compared isomer or geometry (same formula, charge and spin): 0.0 kcal per mole